[1]
Entry from the Open Molecules 2025 dataset: a cluster of 2 separate species, C26H41N6O6S2 in total in a non-equilibrium geometry (ωB97M-V/def2-TZVPD).

Geometry as ORCA input:
```
! wB97M-V def2-TZVPD RIJCOSX def2/J DEFGRID3
* xyz 1 1
C 4.3001 -1.0380 0.7150
C 2.8809 -0.8130 0.3555
O 2.1408 -1.6395 -0.0528
O 2.4685 0.4727 0.5171
C 1.1424 0.6332 1.0287
C 0.4123 1.6722 0.1870
N -0.9241 1.1444 -0.2757
C -0.8341 0.7043 -1.5563
N -0.0225 -0.3170 -1.8682
N -1.5770 1.3904 -2.4621
C -2.7405 0.6754 -3.0944
C -2.5226 -0.8220 -3.2545
C -2.9059 -1.5588 -1.9962
N -4.2894 -1.7636 -1.7849
O -2.0535 -1.9292 -1.2402
C -1.8839 2.6645 -1.6816
S -3.1302 3.7978 -2.3051
C -2.8478 3.9560 -4.0384
O -2.7903 5.0570 -1.7011
O -4.4171 3.2178 -2.0336
C -2.1103 2.0846 -0.3180
C -2.4146 2.9685 0.8868
C -3.6727 2.5179 1.6174
C -3.6743 1.0581 2.0926
C -2.5313 0.7111 3.0409
C -2.3297 -0.7817 3.3357
C -2.4209 -1.6993 2.1160
C -2.1915 -3.1711 2.4983
S -3.3378 -4.2895 1.6595
C -2.4144 -4.6568 0.2455
N -2.9344 -5.0853 -0.8935
N -1.8475 -5.2866 -1.7419
C -0.7877 -4.9669 -1.0488
O -1.0651 -4.5591 0.2214
H 4.8809 -0.1215 0.7049
H 4.7415 -1.7434 0.0191
H 4.3590 -1.4555 1.7177
H 1.2312 0.9650 2.0621
H 0.6045 -0.3088 1.0133
H 0.2498 2.5927 0.7380
H 1.0402 1.9263 -0.6635
H 0.7143 -0.1928 -2.5429
H -0.0929 -1.2032 -1.3868
H -2.9075 1.1007 -4.0776
H -3.6399 0.8788 -2.5151
H -1.4902 -1.0660 -3.4617
H -3.1356 -1.1767 -4.0782
H -4.3973 -2.7152 -1.4338
H -4.6024 -1.1708 -1.0190
H -0.9522 3.2261 -1.7485
H -1.9861 4.6054 -4.1559
H -3.7545 4.4165 -4.4175
H -2.6488 3.0090 -4.5260
H -2.9434 1.3860 -0.4009
H -1.5739 2.9941 1.5783
H -2.5220 3.9912 0.5336
H -4.5383 2.7151 0.9864
H -3.7870 3.1518 2.4975
H -4.6077 0.9209 2.6371
H -3.7174 0.4015 1.2226
H -2.7744 1.1976 3.9864
H -1.5820 1.1377 2.7174
H -2.9894 -1.1157 4.1359
H -1.3149 -0.9020 3.7241
H -1.6327 -1.3852 1.4283
H -3.3831 -1.5960 1.6250
H -2.3666 -3.3136 3.5612
H -1.1819 -3.4894 2.2642
H 0.2415 -4.9905 -1.3569
C 8.0586 -1.4027 1.1189
C 8.7177 -0.8462 2.2062
C 9.4754 0.3048 2.0416
C 9.5692 0.9017 0.7922
C 8.9082 0.3465 -0.2946
C 8.1544 -0.8075 -0.1317
H 7.4723 -2.3044 1.2464
H 8.6432 -1.3105 3.1808
H 9.9954 0.7354 2.8871
H 10.1605 1.7988 0.6648
H 8.9844 0.8109 -1.2691
H 7.6454 -1.2453 -0.9815
*
```

Properties
- gap between HOMO and LUMO (eV) = 7.3
- DFT total energy (Ha) = -2591.3797
- largest force on an atom (Eh/bohr) = 0.03987



[2]
Entry from the Open Molecules 2025 dataset: a structure of composition C26H41NO10P2PdS2Si in a non-equilibrium geometry (ωB97M-V/def2-TZVPD).

Geometry as ORCA input:
```
! wB97M-V def2-TZVPD RIJCOSX def2/J DEFGRID3
* xyz 0 5
Pd -0.8614 -1.4339 0.6906
C -0.1590 -3.4035 3.9251
Si -1.7163 -3.5394 2.9026
C -2.7049 -4.9846 3.5881
C -2.9103 -2.0884 3.0349
N -1.1983 -3.5285 1.2219
C -1.2543 -4.4558 0.2704
C -1.5538 -5.8262 0.5310
C -1.6199 -6.7492 -0.4788
C -1.4037 -6.3571 -1.8050
C -1.0994 -5.0365 -2.1120
C -1.0104 -4.1002 -1.1006
O -0.6746 -2.8058 -1.3180
C -0.6272 -2.3356 -2.6351
C 0.6065 -1.9999 -3.1534
C 0.6740 -1.4477 -4.4255
C -0.4885 -1.2279 -5.1508
C -1.7204 -1.5804 -4.6108
C -1.7953 -2.1480 -3.3483
H -0.3830 -3.5656 4.9840
H 0.2939 -2.4203 3.8180
H 0.5717 -4.1557 3.6100
H -3.1360 -4.6788 4.5455
H -2.0808 -5.8664 3.7724
H -3.5277 -5.2789 2.9279
H -2.4640 -1.2908 3.6249
H -3.8407 -2.3951 3.5262
H -3.1597 -1.6949 2.0520
H -1.7166 -6.1262 1.5581
H -1.8431 -7.7832 -0.2482
H -1.4634 -7.0864 -2.6021
H -0.9285 -4.7340 -3.1354
H 1.4919 -2.1465 -2.5489
H 1.6351 -1.1777 -4.8444
H -0.4368 -0.7775 -6.1338
H -2.6293 -1.3985 -5.1706
H -2.7469 -2.4159 -2.9047
O 1.2299 2.0381 -0.5354
C 0.8520 0.9125 -0.8341
O 1.1752 -0.2329 -0.5298
C -1.1973 2.6739 -1.9928
O -1.8256 3.1529 -1.1197
O -1.7196 0.1272 -0.8746
C 1.0265 5.1163 0.5959
C 0.7447 5.7934 -0.7316
C -0.7135 6.1623 -0.9159
O 1.2714 4.9899 -1.8091
P 1.0030 3.6263 -2.5801
S 0.0838 3.8924 -4.3335
S -0.8256 0.7953 -1.9356
O 2.4926 3.2077 -2.9991
C 3.8203 3.4008 -2.4735
C 4.1702 4.8680 -2.2827
C 4.0890 2.5859 -1.2222
H 0.6295 5.7263 1.4112
H 2.0994 4.9870 0.7451
H 0.5564 4.1296 0.6236
H 1.3404 6.7029 -0.8123
H -1.3652 5.3380 -0.6333
H -0.9123 6.4210 -1.9573
H -0.9418 7.0259 -0.2888
H 4.4392 3.0126 -3.2822
H 3.6915 5.2824 -1.3961
H 3.8626 5.4516 -3.1517
H 5.2526 4.9551 -2.1680
H 3.4552 2.9169 -0.4006
H 5.1380 2.7091 -0.9416
H 3.8965 1.5266 -1.3992
C -0.1493 0.7932 4.8523
O -0.5173 -0.1419 3.8260
P -0.1159 0.1305 2.2785
O 1.4315 0.5153 2.3804
C 2.4451 -0.4856 2.2288
O -0.6401 1.6275 2.0664
C -2.0672 1.8109 1.9662
H 0.2081 0.2220 5.7069
H -1.0255 1.3721 5.1446
H 0.6319 1.4709 4.5137
H 2.6617 -0.9453 3.1957
H 3.3305 0.0189 1.8546
H 2.1395 -1.2490 1.5184
H -2.3194 2.6945 2.5493
H -2.6120 0.9490 2.3573
H -2.3400 1.9631 0.9284
*
```

Properties
- gap between HOMO and LUMO (alpha / beta) (eV) = 7.1 / 5.8
- DFT total energy (Ha) = -3718.9330
- ΔE to the lowest compared entry with this formula, charge and spin (kJ/mol) = 402.43
- largest force on an atom (Eh/bohr) = 0.03189



[3]
Entry from the Open Molecules 2025 dataset: a structure of composition C26H42AsO8Si3Sn (ωB97M-V/def2-TZVPD).

Geometry as ORCA input:
```
! wB97M-V def2-TZVPD RIJCOSX def2/J DEFGRID3
* xyz 1 1
Sn 0.5491 -0.3591 3.2515
O -0.8918 3.4055 3.3875
C -0.0712 2.5765 3.7086
O -0.3845 1.3273 3.9946
C 1.4057 2.9290 3.8385
C 2.1000 2.0875 4.9170
C 3.4618 2.6761 5.2733
C 4.3018 2.3056 4.0258
C 3.2721 1.5752 3.1694
O 2.4653 0.8917 4.1679
C 2.2633 2.5666 2.5702
C 1.4961 1.9436 1.4067
O 1.2903 2.5790 0.3959
O 1.1601 0.6755 1.5387
H 1.4638 3.9959 4.0409
H 1.4681 1.8047 5.7531
H 3.8578 2.2072 6.1716
H 3.3997 3.7488 5.4479
H 5.1248 1.6425 4.2845
H 4.7104 3.1718 3.5081
H 3.6671 0.8440 2.4692
H 2.7488 3.4571 2.1786
C -3.2985 1.1147 2.7515
C -2.2320 0.6382 1.8168
O -1.6088 -0.3946 2.0735
C -1.9467 1.4410 0.6072
C -2.2467 2.8062 0.6186
C -2.0015 3.6140 -0.4752
C -1.4826 3.0478 -1.6272
C -1.1869 1.6956 -1.6696
C -1.3797 0.8954 -0.5568
O -1.0716 -0.4334 -0.5597
H -3.5572 0.3122 3.4367
H -4.1799 1.4603 2.2128
H -2.8876 1.9529 3.3219
H -2.6395 3.2454 1.5237
H -2.2147 4.6722 -0.4285
H -1.2996 3.6600 -2.5012
H -0.7895 1.2626 -2.5779
O -3.0594 -1.1848 5.8081
C -1.9677 -1.3072 5.5731
C -1.3046 -3.4648 0.5408
Si 0.0924 -3.2826 -0.6630
C 1.6879 -2.8083 0.1703
C 0.2419 -4.7056 -1.8549
As -0.4679 -1.3494 -1.9800
Si 1.5107 -0.4276 -3.0328
C 1.0224 0.6822 -4.4469
C 2.4862 0.4222 -1.7168
C 2.2806 -1.9957 -3.6922
Si -2.3400 -1.6960 -3.4463
C -1.5860 -2.6869 -4.8342
C -3.0010 -0.0528 -4.0026
C -3.5686 -2.6579 -2.4363
H -1.0605 -4.2635 1.2468
H -2.2405 -3.7295 0.0475
H -1.4563 -2.5403 1.0996
H 1.9049 -3.5119 0.9781
H 1.6061 -1.8075 0.6015
H 2.5348 -2.8197 -0.5172
H 0.5563 -5.5994 -1.3101
H 0.9761 -4.5254 -2.6411
H -0.7187 -4.9316 -2.3219
H 0.6834 1.6641 -4.1179
H 0.2561 0.2391 -5.0854
H 1.9098 0.8373 -5.0673
H 3.3887 0.8468 -2.1660
H 2.7892 -0.2695 -0.9298
H 1.9166 1.2325 -1.2541
H 1.6087 -2.5416 -4.3582
H 2.6017 -2.6668 -2.8950
H 3.1669 -1.7298 -4.2742
H -0.8543 -2.1031 -5.3964
H -2.3699 -2.9875 -5.5338
H -1.1012 -3.5968 -4.4758
H -2.2546 0.5341 -4.5398
H -3.3622 0.5414 -3.1626
H -3.8405 -0.2275 -4.6811
H -3.1949 -3.6521 -2.1858
H -4.4940 -2.7828 -3.0038
H -3.8139 -2.1364 -1.5092
*
```

Properties
- gap between HOMO and LUMO (eV) = 8.8
- DFT total energy (Ha) = -4936.4062
- ΔE to the lowest compared entry with this formula, charge and spin (kJ/mol) = 21.77
- largest force on an atom (Eh/bohr) = 0.00218